C2H5N5S | ωB97M-V/def2-TZVPD

```
13
Properties=species:S:1:pos:R:3:forces:R:3:mulliken_charge:R:1
C 1.684 -0.337 -0.023 2.20 0.80 0.78 0.453
C -0.218 1.071 -0.225 1.48 -2.36 1.67 0.432
H -2.017 -0.659 1.327 0.29 0.45 4.94 0.113
H 0.831 -2.033 -0.644 -1.16 -0.41 -0.60 0.263
H 3.570 0.248 0.241 -1.71 -1.54 0.08 0.248
H 1.744 1.574 0.942 -2.31 -1.87 -4.88 0.396
H -1.955 2.055 -0.110 3.02 -0.37 0.82 0.277
N -0.623 -0.320 -0.304 2.62 0.58 -1.94 0.016
N 0.607 -1.155 -0.219 -0.19 0.88 1.21 -0.205
N 2.925 -0.608 0.310 -1.25 0.54 -1.02 -0.725
N 1.215 0.955 -0.193 1.37 4.28 4.80 -0.501
N -0.865 2.097 0.090 -2.73 0.45 -1.52 -0.617
S -2.111 -0.773 0.122 -1.63 -1.43 -4.35 -0.150
```
Positions in Å, forces in eV/Å.

The value obtained for the relative energy (zero: lowest compared OMol25 entry of this formula, charge and spin) is 304.4 kJ/mol. The value obtained for the frontier orbital gap is 9.0 eV. Its highest occupied orbital energy is -8.965 eV.